{
  "formula": "C33H75NO23",
  "method": "ωB97M-V/def2-TZVPD",
  "e_homo_ha": -0.0377,
  "total_energy_ha": -3087.3592,
  "total_charge": -2,
  "gap_ev": 4.63,
  "symbols": ["C", "C", "C", "O", "C", "C", "C", "O", "O", "O", "H", "H", "C", "C", "C", "C", "C", "C", "N", "O", "C", "C", "C", "H", "H", "H", "H", "H", "H", "H", "H", "H", "H", "H", "H", "H", "H", "H", "H", "H", "H", "H", "C", "C", "O", "O", "H", "H", "H", "H", "H", "H", "C", "C", "O", "O", "H", "H", "H", "H", "H", "H", "C", "C", "O", "O", "H", "H", "H", "H", "H", "H", "C", "C", "O", "O", "H", "H", "H", "H", "H", "H", "C", "C", "O", "O", "H", "H", "H", "H", "H", "H", "C", "C", "O", "O", "H", "H", "H", "H", "H", "H", "C", "C", "O", "O", "H", "H", "H", "H", "H", "H", "C", "C", "O", "O", "H", "H", "H", "H", "H", "H", "C", "C", "O", "O", "H", "H", "H", "H", "H", "H"],
  "positions_angstrom": [[0.56, -0.02, -1.49], [0.46, -0.86, -0.37], [-0.70, -1.89, -0.24], [-1.01, -2.48, 0.86], [-1.64, -2.03, -1.22], [-1.61, -1.17, -2.43], [-0.42, -0.17, -2.59], [-0.28, 0.44, -3.65], [-2.45, -1.25, -3.31], [1.33, -0.53, 0.58], [1.25, 0.81, -1.49], [-2.45, -2.73, -1.08], [2.70, 4.38, 5.46], [1.91, 3.24, 6.10], [1.73, 3.63, 7.59], [0.71, 2.77, 8.36], [-0.62, 2.66, 7.60], [-0.49, 2.22, 6.10], [0.58, 3.09, 5.50], [0.67, 2.83, 4.13], [-0.32, 0.65, 6.01], [-1.88, 2.49, 5.45], [2.73, 1.92, 6.09], [2.16, 5.33, 5.47], [2.78, 4.17, 4.39], [3.68, 4.47, 5.92], [2.65, 3.57, 8.18], [1.40, 4.67, 7.65], [0.56, 3.14, 9.38], [1.19, 1.80, 8.51], [-1.04, 3.67, 7.67], [-1.20, 2.01, 8.25], [-0.08, 0.38, 4.98], [0.46, 0.25, 6.66], [-1.23, 0.10, 6.26], [-2.68, 1.91, 5.91], [-2.19, 3.52, 5.60], [-1.96, 2.26, 4.38], [2.99, 1.59, 7.10], [3.71, 2.02, 5.61], [2.21, 1.10, 5.60], [1.14, 2.01, 3.98], [2.95, -5.98, 3.00], [3.87, -6.15, 1.85], [5.22, -5.63, 2.22], [2.94, -4.57, 3.40], [3.24, -6.48, 3.92], [1.90, -6.20, 2.78], [3.52, -5.59, 0.98], [4.10, -7.18, 1.56], [5.11, -4.71, 2.49], [2.23, -4.14, 2.91], [-7.04, 1.14, -3.42], [-7.67, 2.35, -2.66], [-6.90, 2.66, -1.57], [-5.83, 1.55, -3.96], [-7.53, 0.67, -4.27], [-7.03, 0.34, -2.68], [-8.71, 2.18, -2.37], [-7.74, 3.22, -3.31], [-6.03, 2.84, -1.92], [-5.27, 0.77, -3.90], [-5.66, -0.74, 1.90], [-7.01, -0.16, 2.32], [-6.85, 1.17, 2.83], [-4.89, -1.23, 2.99], [-5.08, -0.01, 1.34], [-5.71, -1.53, 1.15], [-7.47, -0.83, 3.04], [-7.62, -0.18, 1.42], [-6.67, 1.80, 2.13], [-4.16, -1.71, 2.57], [-4.50, -5.54, -5.36], [-3.13, -5.98, -5.84], [-2.19, -5.30, -5.05], [-4.81, -4.27, -5.81], [-4.60, -5.61, -4.28], [-5.26, -6.27, -5.65], [-3.03, -5.71, -6.89], [-2.97, -7.05, -5.69], [-2.37, -4.36, -5.10], [-4.25, -3.65, -5.35], [-0.07, 5.49, 0.45], [-0.19, 6.68, 1.41], [-0.69, 6.33, 2.68], [-1.21, 4.69, 0.41], [0.81, 4.85, 0.55], [0.10, 5.89, -0.55], [-0.77, 7.52, 1.01], [0.78, 7.14, 1.60], [-0.22, 5.53, 2.95], [-1.20, 4.20, 1.23], [6.46, 0.93, 1.03], [6.89, -0.25, 1.96], [5.96, -1.34, 2.08], [5.35, 1.73, 1.43], [6.21, 0.48, 0.07], [7.32, 1.57, 0.85], [6.82, 0.11, 2.98], [7.88, -0.59, 1.65], [5.10, -0.92, 1.96], [4.56, 1.18, 1.39], [-1.41, -1.82, -8.56], [0.03, -2.19, -8.05], [0.72, -1.03, -7.90], [-2.16, -0.96, -7.68], [-1.94, -2.70, -8.94], [-1.26, -1.29, -9.50], [0.55, -2.93, -8.65], [-0.06, -2.62, -7.05], [0.37, -0.57, -7.14], [-1.88, -1.18, -6.79], [3.01, -5.26, -3.75], [3.17, -3.74, -3.58], [4.22, -3.25, -4.37], [1.83, -5.68, -3.10], [3.81, -5.80, -3.25], [3.04, -5.55, -4.80], [3.44, -3.51, -2.55], [2.16, -3.38, -3.78], [4.16, -2.30, -4.25], [1.14, -5.34, -3.68], [4.24, 2.75, -4.23], [3.39, 3.71, -4.94], [2.18, 3.85, -4.27], [3.70, 1.45, -4.28], [4.48, 3.02, -3.20], [5.16, 2.64, -4.80], [3.07, 3.49, -5.96], [3.99, 4.62, -4.99], [1.70, 3.02, -4.40], [2.84, 1.42, -3.85]]
}